## a
Here is a 2-piece molecular cluster, CHClNO2S overall from the Open Molecules 2025 dataset. Energies are from ωB97M-V/def2-TZVPD.

Last column: Löwdin charge in e.
Atoms and positions in Å:
1 C 1.00980 -3.46707 0.05813  -0.622
2 N 0.82044 -1.22943 -1.52519  -1.110
3 O 1.84651 -2.96198 0.65077  0.131
4 O 0.15636 -4.09699 -0.38245  0.152
5 S -0.06463 -0.99998 -0.23229  0.416
6 Cl 0.58999 -0.13867 -2.88673  0.192
7 H 0.23465 0.30938 0.34785  -0.159

Output
2S+1: 1
Net charge: -1
LUMO, hartree: 0.1356
HOMO level, eV: -2.5

***

## b
Here is CHClNO2S as an isolated structure from the Open Molecules 2025 dataset. Energies are from ωB97M-V/def2-TZVPD.

Last column: Löwdin charge in e.
Atoms and positions in Å:
1 C 0.19792 -0.54087 -0.68710  -0.763
2 N 0.94321 -0.01122 0.39904  -0.465
3 O -1.03864 -0.10907 -0.69261  -0.066
4 O 0.72844 -1.14018 -1.61628  0.009
5 S 2.25070 -0.49316 0.99913  0.691
6 Cl -1.61247 1.67262 1.47052  -0.288
7 H -1.46916 0.62188 0.12730  -0.116

Output
2S+1: 1
Net charge: -1
LUMO (alpha / beta), hartree: 0.0715 / 0.0754
HOMO level (alpha / beta), eV: -5.0 / -5.0

***

Most stable structure - b; separation to the second - 128.3 kJ/mol.